# 1
This record from the Open Molecules 2025 dataset describes a structure of composition C50H51CaN2O2P2S2Te. The level of theory is ωB97M-V with the def2-TZVPD basis set.

Each line ends with the Mulliken charge.
CARTESIAN COORDINATES (ANGSTROEM)
1 Ca -0.203 0.256 0.475  1.149
2 O 0.181 -0.499 2.687  -0.091
3 S 1.341 -0.630 3.628  -0.303
4 C 2.429 0.816 3.287  1.024
5 C 3.943 0.619 3.252  -1.605
6 C 4.500 0.234 1.876  0.455
7 C 4.325 1.357 0.847  -1.248
8 S 3.113 0.959 -0.445  0.542
9 O 2.073 0.198 0.323  0.119
10 C 3.999 -0.297 -1.353  0.773
11 C 5.229 -0.014 -1.934  -0.807
12 C 5.835 -0.973 -2.728  -0.775
13 C 5.201 -2.188 -2.960  -0.613
14 C 3.958 -2.445 -2.400  -1.098
15 C 3.348 -1.497 -1.591  0.012
16 C 2.294 -2.011 3.003  0.136
17 C 3.337 -2.528 3.762  -0.331
18 C 4.059 -3.607 3.279  -0.717
19 C 3.714 -4.187 2.065  -0.763
20 C 2.632 -3.700 1.345  -0.467
21 C 1.912 -2.611 1.813  -0.051
22 H 2.143 1.520 4.070  0.701
23 H 2.048 1.204 2.343  -1.085
24 H 4.257 -0.118 3.993  0.387
25 H 4.401 1.562 3.565  0.516
26 H 4.005 -0.672 1.522  -0.509
27 H 5.560 -0.005 1.972  0.540
28 H 5.250 1.646 0.348  0.569
29 H 3.909 2.261 1.300  0.618
30 H 5.703 0.949 -1.784  0.398
31 H 6.794 -0.765 -3.184  0.395
32 H 5.668 -2.926 -3.599  0.422
33 H 3.444 -3.372 -2.616  0.537
34 H 2.357 -1.653 -1.185  0.381
35 H 3.577 -2.099 4.728  0.563
36 H 4.881 -4.008 3.859  0.424
37 H 4.274 -5.035 1.693  0.415
38 H 2.336 -4.172 0.416  0.611
39 H 1.045 -2.250 1.274  0.459
40 Te -0.644 -3.306 -3.116  0.443
41 C -2.162 -3.793 -4.499  0.285
42 C -2.018 -4.857 -5.385  -0.500
43 C -3.044 -5.141 -6.271  -0.387
44 N -4.183 -4.453 -6.342  -0.655
45 C -4.306 -3.431 -5.493  -0.674
46 C -3.343 -3.066 -4.567  0.225
47 C -1.589 -1.629 -2.237  -1.167
48 P -0.438 -0.177 -2.344  1.347
49 C 0.011 -0.190 -4.139  0.321
50 C -0.955 -0.262 -5.142  -0.276
51 C -0.596 -0.219 -6.479  -0.723
52 C 0.741 -0.087 -6.841  -0.579
53 C 1.710 0.005 -5.853  -0.573
54 C 1.343 -0.046 -4.514  -0.390
55 C -1.352 1.309 -2.019  1.289
56 C -0.667 2.471 -1.270  0.629
57 C -1.117 3.763 -1.916  -1.088
58 C -2.307 3.895 -2.534  -0.360
59 C -3.152 2.769 -2.806  -1.214
60 C -2.596 1.526 -2.632  -0.964
61 P -1.777 -2.029 -0.484  0.713
62 C -3.106 -0.942 0.194  1.133
63 C -4.035 -0.279 -0.599  -0.456
64 C -4.952 0.590 -0.032  -0.605
65 C -4.959 0.799 1.342  -0.755
66 C -4.046 0.133 2.147  -0.598
67 C -3.119 -0.727 1.573  -0.538
68 C -2.648 -3.642 -0.428  0.445
69 C -3.832 -3.837 -1.136  -0.346
70 C -4.467 -5.069 -1.119  -0.581
71 C -3.934 -6.118 -0.380  -0.622
72 C -2.765 -5.928 0.342  -0.538
73 C -2.127 -4.695 0.315  -0.444
74 H -1.117 -5.461 -5.395  0.344
75 H -2.943 -5.969 -6.968  0.362
76 H -5.233 -2.870 -5.559  0.367
77 H -3.480 -2.217 -3.904  0.309
78 H -1.996 -0.368 -4.863  0.211
79 H -1.361 -0.292 -7.244  0.419
80 H 1.021 -0.052 -7.887  0.354
81 H 2.754 0.111 -6.126  0.406
82 H 2.103 0.011 -3.740  0.197
83 H 0.425 2.398 -1.479  -0.482
84 H -0.460 4.625 -1.847  0.399
85 H -2.600 4.872 -2.911  0.370
86 H -4.100 2.896 -3.314  0.449
87 H -3.108 0.661 -3.051  -0.127
88 H -3.997 -0.425 -1.670  0.035
89 H -5.640 1.133 -0.668  0.361
90 H -5.662 1.496 1.781  0.360
91 H -4.039 0.300 3.217  0.408
92 H -2.386 -1.229 2.200  0.285
93 H -4.241 -3.020 -1.717  0.218
94 H -5.378 -5.213 -1.687  0.425
95 H -4.429 -7.081 -0.369  0.365
96 H -2.344 -6.743 0.919  0.389
97 H -1.204 -4.546 0.864  0.320
98 C -2.023 4.464 0.922  -1.958
99 C -0.831 3.490 1.078  1.305
100 C 0.487 4.296 0.994  -1.245
101 C -0.927 2.938 2.509  -1.758
102 N -0.850 2.338 0.207  -0.262
103 H -2.129 5.093 1.815  0.551
104 H -2.935 3.881 0.785  0.212
105 H -1.913 5.113 0.057  0.399
106 H 0.534 5.088 1.751  0.466
107 H 0.606 4.757 0.013  0.255
108 H 1.334 3.614 1.149  -0.100
109 H -0.898 3.738 3.256  0.551
110 H -0.097 2.252 2.710  0.216
111 H -1.859 2.379 2.623  0.146

Computed properties:
Total charge ... -1
Energy above the lowest of the compared OMol25 structures with the same formula, charge and spin ... 3.6 kcal per mole
HOMO-LUMO gap ... 0.142 hartree

# 2
This record from the Open Molecules 2025 dataset describes a structure of composition C50H52GeMoNO2PS in a non-equilibrium geometry. The level of theory is ωB97M-V with the def2-TZVPD basis set.

Each line ends with the Mulliken charge.
CARTESIAN COORDINATES (ANGSTROEM)
1 Mo -0.283 0.237 1.186  -1.241
2 C -1.182 -0.280 3.759  -1.286
3 C -2.645 -0.482 3.277  0.165
4 C -3.303 -1.678 4.017  -1.641
5 C -2.687 -0.583 1.761  -0.624
6 C -2.979 0.621 1.112  0.634
7 C -3.281 0.687 -0.227  -0.452
8 C -3.393 -0.512 -0.987  -0.126
9 C -3.897 -0.451 -2.449  -1.514
10 C -3.100 -1.712 -0.334  -0.686
11 C -2.706 -1.746 1.018  -0.172
12 H -1.147 -0.105 4.834  0.525
13 H -0.720 0.648 3.237  0.173
14 H -0.559 -1.136 3.650  0.260
15 H -3.192 0.405 3.497  0.512
16 H -2.809 -2.675 3.890  0.209
17 H -4.331 -1.827 3.706  0.441
18 H -3.430 -1.496 5.072  0.471
19 H -3.063 1.532 1.697  0.397
20 H -3.544 1.669 -0.601  0.588
21 H -3.428 -1.184 -3.121  0.302
22 H -3.744 0.577 -2.820  0.341
23 H -4.965 -0.770 -2.453  0.401
24 H -3.197 -2.641 -0.908  0.594
25 H -2.661 -2.707 1.450  0.921
26 O 2.236 -1.073 2.179  -0.719
27 N 1.788 0.253 1.924  0.631
28 C 2.523 1.097 2.550  -1.170
29 C 2.279 2.579 2.636  0.845
30 C 3.169 3.226 3.442  -0.843
31 C 3.121 4.570 3.582  -0.669
32 C 2.229 5.334 2.927  -0.902
33 C 1.215 4.690 2.264  -0.683
34 C 1.204 3.301 2.016  -0.038
35 P -0.178 2.650 0.988  3.980
36 C 0.139 3.423 -0.643  0.878
37 C -0.577 2.923 -1.707  -0.874
38 C -0.514 3.567 -2.968  -0.369
39 C 0.333 4.627 -3.162  -1.008
40 C 1.050 5.115 -2.084  -0.553
41 C 1.011 4.513 -0.798  -0.951
42 C -1.592 3.648 1.544  0.776
43 C -2.061 3.267 2.811  -0.929
44 C -3.153 3.919 3.345  -0.720
45 C -3.765 4.987 2.655  -0.812
46 C -3.344 5.262 1.388  -0.567
47 C -2.290 4.556 0.801  -0.601
48 H 2.408 -1.582 1.305  -0.035
49 H 3.335 0.617 3.120  0.451
50 H 3.909 2.654 4.000  0.460
51 H 3.899 5.004 4.255  0.350
52 H 2.224 6.429 2.983  0.464
53 H 0.506 5.424 1.913  0.525
54 H -1.273 2.100 -1.540  -0.102
55 H -1.219 3.273 -3.761  0.464
56 H 0.535 5.113 -4.063  0.512
57 H 1.612 6.052 -2.200  0.401
58 H 1.650 4.866 -0.002  0.512
59 H -1.495 2.537 3.360  0.516
60 H -3.418 3.806 4.364  0.520
61 H -4.599 5.570 3.044  0.413
62 H -3.829 6.075 0.817  0.404
63 H -1.961 4.830 -0.190  0.428
64 C 0.475 -0.436 -0.714  -0.907
65 Ge 0.790 -2.381 -1.010  2.466
66 C 0.589 -3.036 -2.915  0.106
67 C 1.686 -3.690 -3.465  -0.177
68 C 1.647 -4.083 -4.807  -0.602
69 C 0.538 -3.900 -5.608  -0.961
70 C -0.537 -3.179 -5.044  -0.267
71 C -0.495 -2.814 -3.696  -0.807
72 C -0.372 -3.502 0.242  -0.127
73 C -0.194 -3.546 1.572  0.674
74 C -0.831 -4.410 2.471  -0.906
75 C -1.793 -5.269 2.000  -0.737
76 C -2.014 -5.308 0.595  -0.641
77 C -1.305 -4.423 -0.242  -0.695
78 C 2.571 -2.948 -0.507  -0.021
79 C 2.749 -4.306 -0.291  -0.996
80 C 4.014 -4.881 -0.249  -0.897
81 C 5.163 -4.123 -0.487  -0.656
82 C 4.999 -2.691 -0.697  -0.896
83 C 3.749 -2.126 -0.637  0.468
84 H -0.237 -0.206 -1.504  1.543
85 H 2.553 -4.019 -2.898  0.241
86 H 2.579 -4.512 -5.168  0.437
87 H 0.510 -4.231 -6.618  0.451
88 H -1.391 -2.750 -5.627  0.373
89 H -1.328 -2.289 -3.282  0.462
90 H 0.626 -3.014 2.026  0.422
91 H -0.574 -4.327 3.492  0.591
92 H -2.359 -5.879 2.684  0.421
93 H -2.802 -5.946 0.149  0.395
94 H -1.412 -4.536 -1.345  0.335
95 H 1.871 -4.926 -0.153  0.373
96 H 4.192 -5.903 -0.137  0.488
97 H 6.172 -4.479 -0.474  0.449
98 H 5.925 -2.123 -0.892  0.398
99 H 3.718 -1.019 -0.750  0.313
100 C 2.797 2.014 -2.950  -1.277
101 S 1.443 0.835 -2.750  0.905
102 C 2.011 -0.397 -3.944  -1.076
103 O 1.745 0.334 -1.291  -0.279
104 H 3.734 1.453 -2.895  0.539
105 H 2.920 2.744 -2.097  0.176
106 H 2.572 2.437 -3.967  0.501
107 H 2.535 0.179 -4.667  0.760
108 H 1.155 -0.921 -4.311  0.204
109 H 2.754 -1.057 -3.500  0.259

Computed properties:
Total charge ... +2
Multiplicity ... 3
Energy above the lowest of the compared OMol25 structures with the same formula, charge and spin ... 17.5 kcal per mole
HOMO-LUMO gap (alpha / beta) ... 0.278 / 0.245 hartree

> Which value of energy above the lowest of the compared OMol25 structures with the same formula, charge and spin does entry 2 give?

17.5 kcal per mole

> Look up the energy above the lowest of the compared OMol25 structures with the same formula, charge and spin of the second one.

17.5 kcal per mole

> The highest energy above the lowest of the compared OMol25 structures with the same formula, charge and spin belongs to which entry?

C50H52GeMoNO2PS

> Look up the energy above the lowest of the compared OMol25 structures with the same formula, charge and spin of the first one.

3.6 kcal per mole